{
  "formula": "C30H29ClN7O10SW",
  "method": "ωB97M-V with the def2-TZVPD basis set",
  "e_above_lowest_kcal_mol": 0.0,
  "s2": 2.02,
  "homo_energy_ev": [-4.85, -5.59],
  "lumo_ev": [2.0, 1.8],
  "homo_lumo_gap_ev": [6.82, 7.35],
  "spin_multiplicity": 3,
  "total_charge": -1,
  "species": ["W", "C", "C", "N", "C", "C", "N", "C", "O", "O", "C", "O", "O", "H", "H", "H", "H", "H", "O", "N", "N", "O", "C", "C", "C", "C", "C", "C", "H", "H", "H", "H", "H", "Cl", "S", "C", "N", "C", "C", "C", "C", "C", "C", "N", "C", "C", "C", "C", "C", "C", "C", "O", "O", "C", "C", "H", "H", "H", "H", "H", "H", "H", "H", "H", "H", "H", "H", "H", "H", "N", "C", "C", "O", "O", "H", "H", "H", "H", "H"],
  "positions_angstrom": [[-1.098704, 1.601962, 0.920978], [2.920317, 1.809634, 0.824985], [2.055191, 2.495918, 1.814202], [0.738578, 2.648880, 1.775642], [0.392401, 3.342452, 2.903624], [1.500702, 3.638862, 3.650597], [2.542364, 3.094914, 2.926578], [1.731181, 4.338881, 4.932077], [0.666193, 4.832072, 5.523537], [2.856490, 4.411510, 5.378903], [-1.056647, 3.628948, 3.084392], [-1.439091, 4.339510, 4.017477], [-1.774663, 3.127176, 2.152464], [2.472276, 1.878284, -0.168126], [3.045483, 0.757701, 1.092735], [3.903562, 2.278209, 0.800813], [3.507934, 3.149853, 3.208353], [-0.189875, 4.661682, 4.999387], [-1.046383, 0.653848, 2.715182], [-0.277001, -0.322186, 2.937786], [0.406084, -0.650830, 1.946834], [0.355658, 0.071379, 0.841800], [1.306102, -1.783796, 2.000417], [1.306720, -2.613312, 3.106208], [2.166435, -3.696496, 3.114187], [2.998288, -3.942949, 2.029054], [2.973740, -3.098050, 0.932944], [2.124561, -2.001075, 0.911205], [0.643698, -2.423028, 3.935610], [2.174688, -4.356411, 3.970581], [3.657854, -4.800112, 2.037351], [3.605403, -3.287600, 0.075519], [2.091679, -1.342363, 0.056232], [-2.441381, -0.155230, -0.051290], [-2.825545, 2.962399, -0.436069], [-2.120686, 4.493146, -0.478070], [-1.639230, 5.544775, -0.509439], [2.858515, -5.235508, -3.233613], [1.715806, -4.511704, -2.576084], [0.786514, -5.227463, -1.828343], [-0.263786, -4.582629, -1.194664], [-0.395909, -3.210620, -1.310286], [0.538733, -2.479828, -2.037705], [0.452383, -1.068184, -2.068447], [-0.109334, -0.380038, -3.154556], [-0.576938, -1.021030, -4.296683], [-1.116604, -0.281799, -5.339274], [-1.199364, 1.098393, -5.258150], [-0.707898, 1.741075, -4.127791], [-0.152568, 1.014930, -3.088375], [0.473470, 1.760667, -1.927317], [1.608387, 2.200683, -2.030208], [-0.255113, 1.870265, -0.872002], [1.599814, -3.121948, -2.682941], [2.626770, -2.329363, -3.442718], [2.803307, -6.303696, -3.029174], [3.823347, -4.872993, -2.872372], [2.858226, -5.100856, -4.316547], [0.892299, -6.302582, -1.743933], [-0.982010, -5.149280, -0.617091], [-1.208895, -2.681126, -0.829755], [0.170793, -0.670077, -1.179377], [-0.545097, -2.101615, -4.357709], [-1.488072, -0.799586, -6.214546], [-1.634914, 1.674581, -6.063181], [-0.748068, 2.819542, -4.048748], [2.265195, -1.338695, -3.701732], [2.917925, -2.838188, -4.361870], [3.537032, -2.197406, -2.849019], [-6.758175, 3.041620, 1.128029], [-5.536268, 2.976404, 1.927794], [-5.176914, 1.535166, 2.244416], [-6.230853, 0.696652, 2.291690], [-4.051474, 1.192591, 2.449677], [-7.108760, 3.990120, 1.099223], [-6.992461, 1.230707, 1.992464], [-6.545225, 2.785915, 0.168965], [-5.726815, 3.451935, 2.894347], [-4.651358, 3.436410, 1.482918]],
  "forces_ev_per_a": [[0.5606, 0.8743, -2.0644], [-0.0626, -0.0653, -0.0385], [0.1526, 0.1673, 0.0188], [-0.0736, -0.0879, 0.3966], [-0.1014, 0.2240, 0.3376], [-0.2019, -0.2515, -0.6382], [-0.3194, -0.0169, 0.0019], [0.0778, -0.1616, -0.0839], [-0.1936, -0.0030, -0.0048], [-0.1569, 0.0835, -0.0009], [0.4889, 0.2911, 0.0201], [-0.0208, -0.2376, -0.0741], [-0.3395, -0.1904, 0.6960], [0.0260, -0.0115, 0.0384], [-0.0216, 0.0283, -0.0209], [0.0306, 0.0182, 0.0151], [0.0094, 0.0282, 0.0126], [0.2436, 0.0828, -0.0025], [-0.6142, 0.3638, 0.9477], [-0.2814, -0.6220, 1.1361], [0.7552, -0.5192, -0.7867], [0.1939, -0.1522, -0.0957], [-0.4175, 0.6682, -0.1468], [-0.0158, -0.1379, 0.1743], [0.0142, -0.0081, -0.0237], [0.0323, -0.0651, 0.0221], [-0.0072, 0.0373, -0.0520], [0.1394, -0.1066, -0.1389], [-0.0351, 0.0452, 0.0079], [0.0155, -0.0264, 0.0138], [0.0141, -0.0182, 0.0023], [0.0136, -0.0286, -0.0081], [-0.0430, 0.0460, -0.0133], [-0.1441, 0.0681, 0.2405], [-0.1607, -0.1617, -0.1074], [0.0352, -0.1776, 0.1773], [0.0172, 0.1038, -0.0333], [0.0432, -0.0367, 0.0031], [-0.0288, -0.0286, 0.0360], [0.0071, 0.0144, -0.0122], [0.0148, -0.0245, -0.0028], [0.0412, 0.0388, 0.0742], [-0.0741, -0.0820, -0.0542], [0.0102, 0.2003, 0.1370], [0.1701, -0.0452, 0.1161], [-0.0390, -0.0593, 0.0299], [-0.0152, 0.0329, -0.0349], [0.0182, 0.0097, 0.0305], [-0.0173, -0.0975, -0.0128], [-0.0200, 0.3909, -0.0312], [0.3130, -0.3440, -0.1854], [-0.1867, 0.0336, -0.0842], [0.2640, -0.0215, -0.0691], [-0.0041, -0.0066, -0.0247], [0.0413, 0.0481, -0.0447], [0.0064, -0.0251, 0.0070], [0.0262, 0.0198, 0.0048], [-0.0223, 0.0102, -0.0322], [0.0016, -0.0234, 0.0035], [-0.0234, -0.0118, 0.0176], [-0.0379, 0.0435, 0.0186], [-0.1136, -0.0686, 0.0127], [0.0199, -0.0080, 0.0266], [-0.0098, 0.0004, -0.0257], [-0.0072, -0.0014, -0.0241], [0.0052, 0.0356, -0.0060], [-0.0066, 0.0144, 0.0194], [-0.0078, -0.0005, -0.0244], [0.0086, -0.0219, 0.0189], [-0.0631, -0.0233, -0.1313], [0.1051, 0.0273, 0.1831], [0.1358, 0.3235, -0.1923], [0.0005, 0.0231, -0.0192], [-0.0807, -0.4051, 0.3244], [-0.0453, -0.0268, 0.0397], [-0.0058, -0.0426, 0.0074], [0.0283, 0.0432, -0.0079], [0.0307, 0.0481, -0.0402], [-0.0922, -0.0343, 0.0240]],
  "lowdin_charge": [1.348, 0.024, -0.287, 0.072, -0.112, -0.060, 0.189, -0.494, 0.130, 0.087, -0.514, 0.073, -0.223, 0.060, 0.076, 0.089, 0.171, 0.081, -0.238, 0.044, -0.166, -0.285, -0.148, -0.015, -0.077, -0.083, -0.061, -0.014, 0.111, 0.103, 0.101, 0.106, 0.108, 0.035, 0.549, -0.815, 0.032, -0.057, -0.243, -0.063, -0.078, -0.016, -0.240, 0.092, -0.203, -0.022, -0.098, -0.098, -0.019, -0.073, -0.556, 0.068, -0.296, -0.179, -0.021, 0.070, 0.079, 0.078, 0.101, 0.100, 0.081, 0.071, 0.112, 0.095, 0.093, 0.123, 0.073, 0.074, 0.087, 0.000, -0.186, -0.536, 0.094, 0.059, 0.074, 0.085, 0.084, 0.133, 0.064]
}